1.
ORCA calculation (ωB97M-V/def2-TZVPD) on C4H9NO2 in the gas phase.

Results
- SMILES = N[C@@H](CO)CC=O
- HOMO level (eV) = -9.4
- frontier orbital gap (eV) = 10.03

The geometry in ORCA input format:
```
! RIJCOSX wB97M-V def2-TZVPD def2/J DEFGRID3
* xyz 0 1
N 0.9307 -0.1205 -1.1436
C 0.1633 -0.3543 0.0923
C 0.7947 0.2639 1.3519
O 2.1734 0.0000 1.4715
C -1.2275 0.2590 -0.1263
C -1.9519 -0.0496 -1.3945
O -2.9986 0.4673 -1.6966
H 1.8266 -0.5909 -1.0404
H 1.2274 0.8515 -1.2077
H 0.1331 -1.4299 0.2246
H 0.2236 -0.2003 2.1573
H 0.7301 1.3391 1.3053
H 2.3735 -0.9333 1.5669
H -1.8587 -0.0840 0.6861
H -1.0412 1.3020 -0.1003
H -1.4985 -0.7199 -2.1466
*
```

Now the natural (NBO) charges, all in e: -0.833, -0.064, -0.069, -0.720, -0.526, 0.443, -0.522, 0.361, 0.351, 0.179, 0.163, 0.179, 0.468, 0.236, 0.228, 0.128

2.
ORCA calculation (ωB97M-V/def2-TZVPD) on a molecular structure, C4H9NO2.

Results
- HOMO level (alpha / beta) (eV) = -6.1 / -6.1
- frontier orbital gap (alpha / beta) (eV) = 6.91 / 6.94

The geometry in ORCA input format:
```
! RIJCOSX wB97M-V def2-TZVPD def2/J DEFGRID3
* xyz 0 1
C -1.1568 2.0442 -0.2134
C -0.2803 0.8590 0.0587
C -0.3224 -1.9908 0.2386
O -0.5531 -2.0728 1.5628
N 0.9050 0.7664 -0.5919
C 1.7357 -0.2657 -0.4734
O 1.3813 -1.2015 0.3478
H -0.8841 2.9567 0.3406
H -2.1906 1.8171 0.0637
H -1.1756 2.3121 -1.2782
H -0.3206 0.3537 1.0143
H -1.2057 -1.5982 -0.2675
H 0.1177 -2.8634 -0.2354
H 0.3143 -2.1904 1.9764
H 1.0952 1.4243 -1.3372
H 2.5400 -0.3509 -1.2059
*
```

Now the natural (NBO) charges, all in e: -0.652, -0.200, 0.162, -0.685, -0.462, 0.257, -0.631, 0.198, 0.223, 0.199, 0.207, 0.186, 0.158, 0.491, 0.401, 0.146

3.
ORCA calculation (ωB97M-V/def2-TZVPD) on C4H9NO2 in the gas phase.

Results
- SMILES = C[C@@H](CO)NC=O
- HOMO level (eV) = -10.0
- frontier orbital gap (eV) = 10.77

The geometry in ORCA input format:
```
! RIJCOSX wB97M-V def2-TZVPD def2/J DEFGRID3
* xyz 0 1
C 1.3791 -0.6850 -0.0662
C 0.2423 0.5722 0.1902
C -0.4580 0.9111 -1.1333
O -1.4856 1.8705 -1.0374
N -0.7905 0.1816 1.1548
C -0.6128 -1.2225 0.9109
O -1.1076 -1.8273 -0.0034
H 2.1590 -0.5464 0.6826
H 1.7000 -0.4112 -1.0580
H 1.2881 -1.8019 -0.1509
H 0.8499 1.4053 0.5730
H 0.2790 1.3278 -1.8226
H -0.8335 -0.0387 -1.5330
H -2.1841 1.4938 -0.4833
H -0.4937 0.4081 2.1073
H 0.0685 -1.6371 1.6693
*
```

Now the natural (NBO) charges, all in e: -0.698, -0.041, -0.089, -0.711, -0.689, 0.563, -0.559, 0.211, 0.222, 0.248, 0.214, 0.179, 0.187, 0.478, 0.369, 0.116

4.
ORCA calculation (ωB97M-V/def2-TZVPD) on a molecular structure, C4H9NO2.

Results
- HOMO level (eV) = -10.1
- frontier orbital gap (eV) = 11.08

The geometry in ORCA input format:
```
! RIJCOSX wB97M-V def2-TZVPD def2/J DEFGRID3
* xyz 0 1
C -2.3168 0.1575 -0.2176
C -0.8088 0.4005 -0.2505
C -0.1239 -0.2546 0.9388
O 1.2872 -0.0088 0.9770
C 2.1125 -0.7002 -0.2165
O 2.0243 -1.8756 -0.3918
N 2.6075 0.4382 -0.6154
H -2.7656 0.5666 0.6954
H -2.8093 0.6310 -1.0724
H -2.5456 -0.9138 -0.2534
H -0.3834 0.0025 -1.1801
H -0.5996 1.4783 -0.2402
H -0.5308 0.1131 1.8865
H -0.2351 -1.3450 0.9088
H 3.2950 0.4392 -1.3565
H 1.7923 0.8710 0.3878
*
```

Now the natural (NBO) charges, all in e: -0.606, -0.433, -0.068, -0.602, 0.863, -0.585, -0.934, 0.204, 0.219, 0.209, 0.213, 0.204, 0.190, 0.202, 0.399, 0.525

5.
ORCA calculation (ωB97M-V/def2-TZVPD) on 2 unconnected molecules or ions with the total composition C4H9NO2.

Results
- SMILES = CNC=O.C=CO
- HOMO level (eV) = -8.8
- frontier orbital gap (eV) = 9.44

The geometry in ORCA input format:
```
! RIJCOSX wB97M-V def2-TZVPD def2/J DEFGRID3
* xyz 0 1
C 0.4233 -0.7150 1.4765
N -0.6608 -0.1481 2.2586
C -1.4334 0.8630 1.8225
O -1.3854 1.3592 0.7157
H 0.1125 -0.8079 0.4416
H 0.6595 -1.7001 1.8669
H 1.3144 -0.0877 1.4984
H -0.7439 -0.4056 3.2263
H -2.1349 1.2086 2.5958
C 1.3969 -0.2620 -2.7297
C 0.1882 -0.0485 -2.2320
O -0.2557 1.1927 -1.8777
H 1.6626 -1.2587 -3.0506
H 2.1156 0.5338 -2.8615
H -0.5484 -0.8426 -2.1401
H -0.7103 1.1189 -1.0106
*
```

Now the natural (NBO) charges, all in e: -0.425, -0.598, 0.542, -0.650, 0.221, 0.209, 0.206, 0.396, 0.117, -0.507, 0.134, -0.718, 0.199, 0.206, 0.155, 0.512

6.
ORCA calculation (ωB97M-V/def2-TZVPD) on 2 unconnected molecules or ions with the total composition C4H9NO2.

Results
- HOMO level (alpha / beta) (eV) = -7.7 / -7.6
- frontier orbital gap (alpha / beta) (eV) = 7.64 / 7.57

The geometry in ORCA input format:
```
! RIJCOSX wB97M-V def2-TZVPD def2/J DEFGRID3
* xyz 0 1
C 0.0702 -0.7968 -0.5802
C -0.4576 -0.1719 -1.8504
C 0.2053 -2.2350 -0.2836
C 0.5843 2.1476 1.3462
N -1.0585 0.4673 1.0494
O -0.6585 -0.0443 2.0627
O -0.4821 1.6755 0.5921
H -0.1331 0.8543 -1.7708
H -0.0530 -0.6868 -2.8237
H -1.5287 -0.3006 -1.9020
H -0.0428 -2.9144 -1.0596
H 1.2368 -2.3931 0.1493
H -0.4494 -2.1031 0.6322
H 0.8376 3.0922 1.0836
H 1.4492 1.5676 0.9873
H 0.4804 1.8414 2.3672
*
```

Now the natural (NBO) charges, all in e: 0.206, -0.786, -0.801, -0.301, 0.369, -0.359, -0.373, 0.240, 0.210, 0.256, 0.195, 0.263, 0.296, 0.200, 0.181, 0.204

7.
ORCA calculation (ωB97M-V/def2-TZVPD) on 2 unconnected molecules or ions with the total composition C4H9NO2.

Results
- HOMO level (eV) = -8.1
- frontier orbital gap (eV) = 9.07

The geometry in ORCA input format:
```
! RIJCOSX wB97M-V def2-TZVPD def2/J DEFGRID3
* xyz 0 1
C -1.7705 0.1200 0.5624
C 0.4270 -1.8516 0.4555
C 1.9279 1.4166 -0.0864
C 0.6567 -0.5265 -0.3578
N -2.3914 0.5739 -0.4658
O 0.3917 -0.3150 -1.5174
O 1.3940 0.1859 0.4917
H -2.2860 0.3333 1.5492
H -0.6995 -1.9838 0.5717
H 0.7727 -2.6991 -0.1443
H 0.8201 -1.7214 1.5098
H 0.9843 1.7758 -0.6032
H 2.7816 1.2422 -0.7380
H 2.3183 2.1125 0.6277
H -3.4037 0.7786 -0.5396
H -1.9231 0.5585 -1.3154
*
```

Now the natural (NBO) charges, all in e: -0.103, -0.718, -0.278, 0.843, -0.714, -0.656, -0.519, 0.115, 0.238, 0.222, 0.235, 0.203, 0.188, 0.194, 0.360, 0.390

8.
ORCA calculation (ωB97M-V/def2-TZVPD) on C4H9NO2 in the gas phase.

Results
- SMILES = CCCOC(N)=O
- HOMO level (eV) = -10.4
- frontier orbital gap (eV) = 11.34

The geometry in ORCA input format:
```
! RIJCOSX wB97M-V def2-TZVPD def2/J DEFGRID3
* xyz 0 1
C 0.9860 1.7521 -1.6134
C 0.5712 0.4004 -1.0411
C 0.4165 0.4467 0.4696
O 0.1284 -0.8629 0.9720
C -1.1515 -1.1097 1.3212
N -1.2861 -2.4166 1.6924
O -2.0437 -0.2899 1.3362
H 1.9343 2.0933 -1.1836
H 1.1156 1.6950 -2.6977
H 0.2319 2.5189 -1.4075
H -0.3810 0.0810 -1.4809
H 1.3149 -0.3646 -1.2933
H 1.3496 0.7527 0.9527
H -0.3840 1.1253 0.7724
H -2.2308 -2.7509 1.7833
H -0.5712 -3.0709 1.4178
*
```

Now the natural (NBO) charges, all in e: -0.608, -0.419, -0.073, -0.526, 0.883, -0.838, -0.647, 0.203, 0.215, 0.207, 0.206, 0.202, 0.181, 0.212, 0.402, 0.400

9.
ORCA calculation (ωB97M-V/def2-TZVPD) on C4H9NO2 in the gas phase.

Results
- SMILES = CC[C@H](N)C(=O)O
- HOMO level (eV) = -9.6
- frontier orbital gap (eV) = 10.39

The geometry in ORCA input format:
```
! RIJCOSX wB97M-V def2-TZVPD def2/J DEFGRID3
* xyz 0 1
C 1.2044 1.8489 0.1164
C 0.5017 0.5290 0.5881
C -0.3895 -0.2432 -0.4466
N -1.5811 0.4286 -0.6408
C -0.4877 -1.6436 0.1342
O -1.5297 -2.2127 0.3148
O 0.7141 -2.4151 0.0699
H 1.9779 1.7079 -0.5949
H 0.4481 2.4171 -0.3658
H 1.7018 2.3764 0.9319
H 1.1874 -0.2105 1.0225
H -0.2625 0.7917 1.4535
H 0.2562 -0.4897 -1.4380
H -2.3272 0.3147 0.0425
H -1.9302 0.1293 -1.6100
H 0.5164 -3.3287 0.4225
*
```

Now the natural (NBO) charges, all in e: -0.614, -0.387, -0.147, -0.837, 0.773, -0.582, -0.730, 0.203, 0.217, 0.213, 0.213, 0.193, 0.226, 0.391, 0.372, 0.497

10.
ORCA calculation (ωB97M-V/def2-TZVPD) on C4H9NO2 in the gas phase.

Results
- SMILES = N[C@]1(O)C[C@H]1CO
- HOMO level (eV) = -9.2
- frontier orbital gap (eV) = 10.01

The geometry in ORCA input format:
```
! RIJCOSX wB97M-V def2-TZVPD def2/J DEFGRID3
* xyz 0 1
N -0.3307 0.2526 2.6280
C -0.3984 0.4408 1.2188
O -0.7495 1.7641 0.9098
C -0.9863 -0.6555 0.4238
C 0.4340 -0.3419 0.0480
C 0.6524 -0.0125 -1.4523
O 0.4109 -1.2019 -2.2184
H 0.4924 0.3532 3.1868
H -1.0102 -0.3294 3.0840
H 0.0783 2.1239 0.5945
H -1.1718 -1.5821 0.9476
H -1.7335 -0.3557 -0.2990
H 1.2176 -1.0151 0.3943
H -0.0365 0.7763 -1.7819
H 1.6828 0.3225 -1.6475
H 0.5040 -0.9763 -3.1579
*
```

Now the natural (NBO) charges, all in e: -0.860, 0.397, -0.703, -0.434, -0.290, -0.068, -0.726, 0.379, 0.378, 0.469, 0.217, 0.226, 0.217, 0.167, 0.163, 0.470

11.
ORCA calculation (ωB97M-V/def2-TZVPD) on C4H9NO2 in the gas phase.

Results
- SMILES = CN[C@@H](C=O)CO
- HOMO level (eV) = -9.0
- frontier orbital gap (eV) = 9.89

The geometry in ORCA input format:
```
! RIJCOSX wB97M-V def2-TZVPD def2/J DEFGRID3
* xyz 0 1
C -1.4448 -0.8646 0.9392
N -1.3038 -0.3828 -0.4053
C -0.0043 0.3010 -0.6998
C 0.0358 1.6574 0.0588
O 1.0360 2.2524 0.3185
C 1.1599 -0.6062 -0.3214
O 2.2940 -0.0554 -1.0304
H -2.2957 -1.5242 1.0643
H -0.5363 -1.3604 1.2789
H -1.5922 -0.0451 1.6855
H -1.9368 0.3785 -0.6445
H 0.0076 0.5189 -1.7679
H -1.0005 2.0883 0.0954
H 1.0573 -1.5974 -0.7351
H 1.3927 -0.6079 0.7410
H 3.1310 -0.1524 -0.5769
*
```

Now the natural (NBO) charges, all in e: -0.423, -0.610, -0.180, 0.434, -0.489, -0.076, -0.738, 0.209, 0.198, 0.162, 0.349, 0.236, 0.086, 0.189, 0.177, 0.476

12.
ORCA calculation (ωB97M-V/def2-TZVPD) on C4H9NO2 in the gas phase.

Results
- SMILES = CN[C@@H](C)C(=O)O
- HOMO level (eV) = -9.0
- frontier orbital gap (eV) = 9.90

The geometry in ORCA input format:
```
! RIJCOSX wB97M-V def2-TZVPD def2/J DEFGRID3
* xyz 0 1
C -1.5816 -0.0195 -1.0149
N -1.1303 0.3244 0.3295
C 0.2162 -0.0611 0.6770
C 0.7082 -1.4503 0.2541
C 1.1720 1.0036 0.1539
O 1.9339 0.8984 -0.7697
O 1.0581 2.1695 0.8471
H -1.7725 -1.0870 -1.1731
H -2.4454 0.5882 -1.2838
H -0.7979 0.2708 -1.7214
H -1.8072 0.0150 1.0103
H 0.2870 -0.0284 1.7568
H 0.3070 -2.2088 0.9307
H 1.7851 -1.4752 0.3952
H 0.4266 -1.7153 -0.7569
H 1.6408 2.7756 0.3651
*
```

Now the natural (NBO) charges, all in e: -0.426, -0.614, -0.152, -0.625, 0.786, -0.596, -0.676, 0.172, 0.207, 0.201, 0.364, 0.220, 0.207, 0.226, 0.217, 0.489

13.
ORCA calculation (ωB97M-V/def2-TZVPD) on 2 unconnected molecules or ions with the total composition C4H9NO2.

Results
- SMILES = [H]/N=C\C.COC=O
- HOMO level (eV) = -10.0
- frontier orbital gap (eV) = 11.04

The geometry in ORCA input format:
```
! RIJCOSX wB97M-V def2-TZVPD def2/J DEFGRID3
* xyz 0 1
H -1.1920 2.0640 -0.6782
N -0.6578 1.2301 -0.4144
C -1.2483 0.6032 0.5209
C -2.5417 0.9774 1.1874
H -0.7604 -0.3086 0.8783
H -2.9477 1.9127 0.7870
H -3.2841 0.1826 1.0499
H -2.3908 1.0907 2.2672
C 2.4358 -0.1010 -0.7868
O 2.0074 -1.3277 -1.4024
C 1.1986 -2.0808 -0.6691
O 0.8393 -1.8516 0.4603
H 3.1626 0.3273 -1.4772
H 1.5740 0.5610 -0.6580
H 2.9014 -0.3081 0.1801
H 0.9039 -2.9709 -1.2447
*
```

Now the natural (NBO) charges, all in e: 0.324, -0.639, 0.147, -0.690, 0.194, 0.209, 0.231, 0.230, -0.289, -0.494, 0.655, -0.611, 0.192, 0.234, 0.190, 0.119

14.
ORCA calculation (ωB97M-V/def2-TZVPD) on C4H9NO2 in the gas phase.

Results
- SMILES = C[C@@H](N)CC(=O)O
- HOMO level (eV) = -9.2
- frontier orbital gap (eV) = 9.96

The geometry in ORCA input format:
```
! RIJCOSX wB97M-V def2-TZVPD def2/J DEFGRID3
* xyz 0 1
C -0.5119 1.6650 -1.8448
C -0.0128 0.4619 -1.0571
N 1.4331 0.5038 -1.0022
C -0.6834 0.4950 0.3669
C -0.1582 -0.6926 1.1349
O 0.7955 -0.6977 1.8615
O -0.8805 -1.8204 0.8653
H -0.1068 2.5984 -1.4597
H -0.3032 1.5908 -2.9095
H -1.6075 1.6766 -1.8227
H -0.3625 -0.4517 -1.5235
H 1.7791 1.2269 -0.4102
H 1.8736 -0.3840 -0.8249
H -1.7498 0.3270 0.2544
H -0.2808 1.3874 0.8373
H -0.8947 -2.3884 1.6444
*
```

Now the natural (NBO) charges, all in e: -0.608, -0.028, -0.846, -0.536, 0.797, -0.582, -0.718, 0.205, 0.221, 0.202, 0.197, 0.362, 0.373, 0.235, 0.229, 0.498

15.
ORCA calculation (ωB97M-V/def2-TZVPD) on C4H9NO2 in the gas phase.

Results
- SMILES = CO[C@H](O)[C@H]1CN1
- HOMO level (eV) = -8.1
- frontier orbital gap (eV) = 8.80

The geometry in ORCA input format:
```
! RIJCOSX wB97M-V def2-TZVPD def2/J DEFGRID3
* xyz 0 1
C 2.3565 0.0761 -0.1074
O 1.2965 0.2552 0.7963
C -0.1438 -0.7215 0.5041
O 0.1498 -1.8419 -0.2143
C -0.5735 0.4259 -0.2430
C -2.2858 0.4218 -0.1436
N -1.3800 1.3998 0.4222
H 2.5887 -0.9884 -0.2636
H 2.1528 0.5239 -1.0907
H 3.2629 0.5454 0.2959
H -0.5939 -0.8704 1.4820
H 0.3458 -2.5549 0.4087
H -0.1955 0.5593 -1.2500
H -2.7300 0.6113 -1.1136
H -2.8784 -0.1419 0.5655
H -1.3720 2.3003 -0.0486
*
```

Now the natural (NBO) charges, all in e: -0.255, -0.644, 0.377, -0.665, -0.041, -0.318, -0.596, 0.159, 0.142, 0.187, 0.194, 0.490, 0.219, 0.186, 0.194, 0.369

16.
ORCA calculation (ωB97M-V/def2-TZVPD) on a molecular structure, C4H9NO2.

Results
- HOMO level (eV) = -9.6
- frontier orbital gap (eV) = 10.62

The geometry in ORCA input format:
```
! RIJCOSX wB97M-V def2-TZVPD def2/J DEFGRID3
* xyz 0 1
C 1.1146 0.2003 -1.4910
C 0.4415 -0.2645 -0.2041
C 1.0354 0.4335 1.0231
O 0.4261 0.0110 2.2211
N -0.9886 -0.0104 -0.2613
C -1.9661 -0.7666 0.1446
O -3.0734 -0.1513 -0.0493
H 0.7084 -0.3305 -2.3568
H 2.1937 0.0179 -1.4494
H 0.9564 1.2738 -1.6444
H 0.5993 -1.3445 -0.0737
H 2.0988 0.1858 1.1092
H 0.9527 1.5236 0.8906
H -0.4791 0.3478 2.2096
H -2.1318 0.6634 -0.4845
H -1.8997 -1.7658 0.5774
*
```

Now the natural (NBO) charges, all in e: -0.610, -0.081, -0.064, -0.712, -0.634, 0.462, -0.672, 0.221, 0.214, 0.212, 0.193, 0.184, 0.161, 0.468, 0.479, 0.179

Max |F| for every record listed, in sequence, given in hartree/bohr: 0.036, 0.011, 0.039, 0.012, 0.011, 0.082, 0.065, 0.007, 0.091, 0.017, 0.046, 0.014, 0.010, 0.037, 0.114, 0.007.